Entry 1:
# C5H11BrN4

A 2-piece molecular cluster, C5H11BrN4 overall in a non-equilibrium geometry (ωB97M-V/def2-TZVPD, the Open Molecules 2025 dataset).

Net charge ... +2
Electronic energy ... -81344.252 eV
Spin multiplicity ... 3
Frontier orbital gap (alpha / beta) ... 8.937 / 4.558 eV
Largest force on an atom ... 5.20 eV Å⁻¹
Lowest unoccupied orbital energy (alpha / beta) ... -8.063 / -12.440 eV

Cartesian coordinates (Å):
C (0.18662, 0.51303, -0.69632)
C (-1.65305, -0.45310, 0.04931)
C (0.58598, -0.40740, 0.61349)
C (0.88655, 0.66064, 1.61290)
C (1.72513, -1.46769, 0.26169)
N (-0.76070, -0.93998, 0.84640)
N (-1.04793, 0.41342, -0.81034)
N (-2.90654, -0.76706, 0.14103)
N (-0.11176, 3.00757, -3.43932)
Br (-1.39180, 3.52091, -4.43729)
H (1.06401, 0.24637, 2.67895)
H (0.05144, 1.36250, 1.78636)
H (1.65164, 1.32182, 1.16367)
H (2.05615, -2.13482, 1.15689)
H (2.58519, -0.96930, -0.09639)
H (1.38558, -2.18911, -0.50629)
H (-1.05770, -1.64230, 1.62438)
H (0.39814, 3.67982, -2.81471)
H (-3.16124, -1.40288, 0.87624)
H (-3.63440, -0.40283, -0.54490)
H (0.90709, 1.15759, -1.26962)

Cartesian forces, eV/Å:
1.874 -2.455 2.967
1.362 -0.103 0.491
0.654 0.286 -2.549
0.450 0.710 2.257
-1.658 -1.427 1.960
0.522 -2.980 2.976
-2.931 2.296 -3.631
-2.313 1.036 -1.932
-0.438 1.127 -0.073
0.468 -0.368 0.224
0.490 0.690 -1.860
-0.102 -0.489 -0.383
0.319 -0.585 1.001
-0.733 1.452 -1.278
0.887 0.682 -0.315
-0.014 0.560 0.280
1.298 1.720 -1.809
-0.083 -0.580 -0.319
-0.528 -0.099 -0.070
1.459 -0.760 1.470
-0.984 -0.716 0.594

---

Entry 2:
# C5H11BrN4Si2

C5H11BrN4Si2 as an isolated structure in a non-equilibrium geometry (ωB97M-V/def2-TZVPD, the Open Molecules 2025 dataset).

Net charge ... 0
Electronic energy ... -97122.737 eV
Energy relative to the best compared isomer or geometry (same formula, charge and spin) ... 33.0 kcal per mole
Frontier orbital gap ... 8.813 eV
Largest force on an atom ... 2.97 eV Å⁻¹
Lowest unoccupied orbital energy ... 0.170 eV

Cartesian coordinates (Å):
C (-0.83502, -1.04583, -0.72713)
C (2.78472, -0.08132, -0.50417)
C (-1.14121, -1.98577, 0.41821)
C (2.20864, 0.65103, -1.65987)
C (-2.55565, 1.47645, 1.86234)
N (-1.45629, 0.04455, -0.86914)
N (2.37413, 0.13727, 0.65748)
N (-2.36269, -1.38510, 0.98682)
N (1.28795, 1.58559, -1.06874)
Si (-2.59915, 0.24018, 0.46343)
Si (1.10532, 1.45366, 0.59707)
Br (-4.52543, 0.25366, -0.67932)
H (-0.01826, -1.43613, -1.28080)
H (3.55920, -0.87095, -0.47418)
H (-1.44842, -3.03960, 0.21567)
H (-0.15178, -1.86499, 0.89734)
H (3.06873, 1.18277, -2.14277)
H (1.73964, -0.20671, -2.23686)
H (-3.20918, 1.13266, 2.68598)
H (-1.41568, 1.60781, 2.15109)
H (-2.93555, 2.41532, 1.38890)
H (-2.39446, -1.53689, 2.00876)
H (0.74220, 2.19896, -1.71758)

Cartesian forces, eV/Å:
-1.189 -1.010 0.480
1.188 -1.205 0.829
-1.527 0.579 -0.496
0.798 -0.533 -0.526
1.675 0.670 -0.900
0.897 0.898 -0.015
-1.492 1.175 1.557
1.064 -0.269 2.755
-0.633 0.917 -1.938
-0.465 -1.398 -0.521
0.129 -0.192 1.120
-0.186 0.428 0.245
0.834 0.282 -1.408
-0.084 0.308 -1.455
1.177 0.633 -0.418
-0.514 -0.569 1.048
-0.850 -0.684 -0.384
0.390 1.375 -0.232
0.453 0.284 -0.393
-2.468 -0.182 -0.291
0.296 -0.420 0.855
-0.288 -0.040 -0.867
0.794 -1.044 0.955

---

Entry 3:
# C5H11CaMgO4

C5H11CaMgO4 as an isolated structure in a non-equilibrium geometry (ωB97M-V/def2-TZVPD, the Open Molecules 2025 dataset).

Net charge ... 0
Electronic energy ... -37435.336 eV
Spin multiplicity ... 2
Energy relative to the best compared isomer or geometry (same formula, charge and spin) ... 22.6 kcal per mole
Frontier orbital gap (alpha / beta) ... 4.668 / 7.190 eV
Largest force on an atom ... 4.06 eV Å⁻¹
Lowest unoccupied orbital energy (alpha / beta) ... 0.086 / -0.074 eV

Cartesian coordinates (Å):
O (2.25130, -0.66415, 0.97508)
C (1.99063, -1.95847, 0.55042)
C (0.98405, -1.93060, -0.59166)
O (-0.07684, -1.04225, -0.25154)
C (-0.74868, -0.39513, -1.32617)
C (-1.78079, 0.49342, -0.67540)
O (-1.09727, 1.36013, 0.22623)
C (-1.89506, 2.34143, 0.86779)
Ca (0.71813, 0.63358, 1.00618)
H (1.61590, -2.56359, 1.39672)
H (2.89491, -2.47779, 0.18388)
H (0.56960, -2.92520, -0.81406)
H (1.48392, -1.52113, -1.48606)
H (-1.23798, -1.12951, -1.98054)
H (-2.49317, -0.10048, -0.08081)
H (-2.29373, 1.09976, -1.43565)
H (-1.22417, 2.94686, 1.48644)
H (-2.37757, 2.98003, 0.11532)
H (-2.64409, 1.84252, 1.49985)
Mg (3.35388, 0.88067, 1.61917)
O (1.99311, 1.93923, 0.74167)
H (0.01392, 0.19069, -2.02689)

Cartesian forces, eV/Å:
2.137 -2.420 -0.027
0.301 -0.152 0.597
0.357 -0.202 -0.715
-0.638 -0.540 -0.668
1.219 0.312 -1.251
-0.180 0.477 0.009
-1.833 0.644 -1.065
-0.215 0.022 -0.077
-2.764 -0.185 2.251
-0.101 -0.054 -0.268
-0.196 0.056 -0.003
0.147 0.157 -0.018
-0.102 -0.199 0.160
-0.037 0.085 0.136
0.005 0.022 -0.403
-0.074 -0.239 0.138
-0.130 -0.106 -0.176
0.023 -0.086 0.254
0.010 0.247 -0.129
0.328 0.556 -0.721
3.162 2.517 0.369
-1.417 -0.911 1.607

---

Entry 4:
# C5H11Cl2NOS2

A 2-piece molecular cluster, C5H11Cl2NOS2 overall in a non-equilibrium geometry (ωB97M-V/def2-TZVPD, the Open Molecules 2025 dataset).

Net charge ... 0
Electronic energy ... -55615.737 eV
Frontier orbital gap ... 8.620 eV
Largest force on an atom ... 1.52 eV Å⁻¹
Lowest unoccupied orbital energy ... -0.435 eV

Cartesian coordinates (Å):
N (-1.71147, -0.27140, -2.41959)
C (-1.27606, 0.53259, -1.29075)
C (0.16545, 1.01004, -1.49770)
S (1.33943, -0.38268, -1.55962)
C (0.52712, 2.05558, -0.44758)
Cl (2.08204, 2.86601, -0.76061)
H (-1.14749, -1.11550, -2.47326)
H (-2.67529, -0.56179, -2.29049)
H (-1.34207, 0.02557, -0.30949)
H (-1.92510, 1.41462, -1.23665)
H (0.22834, 1.46017, -2.49348)
H (1.17863, -0.75862, -0.27781)
H (0.58502, 1.61130, 0.54912)
H (-0.23610, 2.83784, -0.43237)
O (-0.49959, -1.33698, 1.02938)
C (-0.00732, -1.59802, 2.23252)
S (-0.82585, -2.35348, 3.42062)
C (1.43660, -1.17580, 2.35099)
Cl (1.72813, 0.47394, 1.75102)
H (-1.42068, -1.64844, 1.01178)
H (2.04804, -1.85775, 1.75227)
H (1.74825, -1.22720, 3.39172)

Cartesian forces, eV/Å:
-0.120 -0.306 0.039
0.017 0.218 0.333
-0.058 0.143 0.055
0.037 -0.100 -0.137
-0.553 0.165 -0.042
0.033 -0.045 0.003
-0.011 0.090 -0.046
0.085 0.041 -0.083
-0.013 0.383 -0.529
0.074 -0.029 -0.037
0.026 -0.067 0.079
0.037 0.054 -0.555
-0.426 0.555 -0.853
0.095 -0.045 -0.110
-0.221 -0.250 0.260
0.081 -0.197 0.592
0.203 0.218 -0.318
0.037 -0.236 0.270
0.698 -0.623 1.202
0.076 -0.045 -0.013
-0.048 0.084 0.051
-0.049 -0.009 -0.161

---

Entry 5:
# C5H11ClN2

A 4-piece molecular cluster, C5H11ClN2 overall in a non-equilibrium geometry (ωB97M-V/def2-TZVPD, the Open Molecules 2025 dataset).

Net charge ... 0
Electronic energy ... -20853.914 eV
Energy relative to the best compared isomer or geometry (same formula, charge and spin) ... 276.2 kcal per mole
Frontier orbital gap ... 7.618 eV
Largest force on an atom ... 5.84 eV Å⁻¹
Lowest unoccupied orbital energy ... -0.930 eV

Cartesian coordinates (Å):
C (0.38830, 1.71888, -0.71051)
C (0.26345, 0.46948, 0.11311)
C (1.44932, 0.39925, 1.07739)
C (-1.22173, -0.03486, 0.05904)
C (-0.19493, -0.68003, -0.70479)
H (1.36504, 1.49406, -1.28428)
H (-0.58214, 2.06125, -1.33902)
H (0.73315, 2.65209, -0.12500)
H (0.91536, -0.06775, 2.15743)
H (1.95194, 1.40881, 1.45321)
H (-1.75007, 0.62852, -0.53736)
H (-0.54041, -1.17283, 1.74884)
H (-3.03953, 0.29509, 1.57572)
H (-0.31605, -0.35618, -1.78776)
H (-0.96358, -2.60576, -0.60197)
H (0.67074, -2.54087, -1.83000)
N (-1.91023, -0.82448, 0.96839)
N (0.06415, -2.10050, -0.42094)
Cl (2.71721, -0.74418, 0.18849)

Cartesian forces, eV/Å:
1.262 2.171 -1.353
0.500 1.704 -0.062
-1.734 -1.199 2.699
0.388 0.400 1.896
0.729 -1.134 -3.363
-1.764 0.746 -0.252
2.553 -1.092 1.126
-0.972 -1.424 -0.442
2.108 0.545 -2.773
-1.068 -2.279 -1.390
-1.525 1.223 -0.464
-4.176 0.788 -1.257
3.218 -2.781 -0.866
0.552 -0.835 1.139
3.295 1.611 0.627
-1.750 1.160 4.615
0.536 1.163 3.705
-1.248 -2.258 -5.235
-0.903 1.492 1.650

---

Entry 6:
# C5H11ClS

A 2-piece molecular cluster, C5H11ClS overall in a non-equilibrium geometry (ωB97M-V/def2-TZVPD, the Open Molecules 2025 dataset).

Net charge ... 0
Electronic energy ... -28717.525 eV
Energy relative to the best compared isomer or geometry (same formula, charge and spin) ... 66.9 kcal per mole
Frontier orbital gap (alpha / beta) ... 7.751 / 7.752 eV
Largest force on an atom ... 5.96 eV Å⁻¹
Lowest unoccupied orbital energy (alpha / beta) ... 0.505 / 0.506 eV

Cartesian coordinates (Å):
C (-0.97299, 0.86667, 1.30909)
C (-1.10063, 1.96071, -1.09034)
C (-0.89659, -2.07413, -0.05653)
C (2.64544, -1.13894, -0.04549)
C (-1.15170, 0.67313, -0.18649)
S (-1.03048, -0.75843, -0.99706)
Cl (3.50697, 0.35850, 0.23576)
H (-1.21496, 0.00011, 1.78935)
H (-0.12158, 1.27693, 1.66400)
H (-1.68414, 1.69181, 1.58227)
H (-1.43476, 2.78032, -0.60881)
H (-1.66242, 1.74924, -2.09723)
H (-0.08355, 2.04226, -1.38831)
H (-1.02741, -2.12349, 0.99183)
H (1.70948, -0.72893, -0.62867)
H (-1.02990, -3.04854, -0.59554)
H (3.10015, -1.88936, -0.68089)
H (2.44906, -1.63785, 0.80305)

Cartesian forces, eV/Å:
-3.718 1.743 -2.836
-0.173 -5.268 -2.784
-0.263 -1.685 -1.258
-2.034 2.019 -4.539
0.877 0.808 -0.684
-0.501 0.999 0.740
0.956 0.230 0.230
-0.638 -2.181 1.664
3.519 0.852 0.578
0.020 -0.915 0.005
-1.240 2.674 1.516
0.726 0.646 1.948
0.980 0.717 -0.174
0.122 0.306 0.854
1.533 -1.492 1.503
0.232 1.252 0.409
0.745 0.473 -0.417
-1.143 -1.176 3.245